# 1
Below is 9 unconnected molecules or ions with the total composition C45H84F9N13O3PS at a distorted geometry, with properties calculated with ωB97M-V with the def2-TZVPD basis set.

Each line ends with the Mulliken charge.
Geometry (Å):
C  14.59  0.67  -4.24  0.526
F  14.53  1.24  -3.03  -0.200
F  13.71  -0.36  -4.34  -0.236
F  14.28  1.53  -5.23  -0.195
S  16.42  -0.07  -4.38  1.013
O  16.49  -0.99  -3.24  -0.656
O  16.63  -0.70  -5.71  -0.632
O  17.22  1.17  -4.17  -0.623
C  15.55  -0.21  2.66  -0.985
C  16.59  0.83  3.12  -0.606
N  17.87  0.62  2.51  0.236
C  18.05  0.90  1.14  -0.488
C  19.31  0.50  0.89  -0.609
N  19.93  0.09  2.01  0.118
C  19.06  0.21  3.05  0.007
C  21.29  -0.48  2.19  -0.801
H  15.73  -1.28  2.71  0.307
H  15.36  0.04  1.62  0.317
H  14.57  0.04  3.08  0.365
H  16.80  0.88  4.18  0.371
H  16.34  1.85  2.83  0.336
H  17.21  1.21  0.55  0.551
H  19.78  0.40  -0.08  0.505
H  19.24  -0.01  4.09  0.384
H  21.99  0.25  1.77  0.336
H  21.18  -1.45  1.70  0.361
H  21.52  -0.62  3.24  0.293
C  11.76  -8.27  -9.43  -1.122
C  12.04  -6.80  -9.07  -0.401
N  12.74  -6.50  -7.73  0.177
C  14.04  -6.05  -7.64  -0.381
C  14.26  -5.69  -6.39  -0.460
N  13.08  -5.90  -5.62  0.179
C  12.18  -6.53  -6.43  -0.080
C  13.02  -5.66  -4.20  -0.874
H  11.20  -8.37  -10.36  0.368
H  11.08  -8.72  -8.70  0.346
H  12.63  -8.93  -9.44  0.334
H  11.12  -6.23  -9.06  0.350
H  12.68  -6.40  -9.86  0.273
H  14.55  -5.87  -8.57  0.385
H  15.11  -5.24  -5.90  0.479
H  11.18  -6.87  -6.19  0.400
H  12.23  -6.23  -3.70  0.360
H  12.63  -4.65  -4.11  0.334
H  14.00  -5.94  -3.81  0.333
C  8.27  0.62  -0.26  -1.077
C  9.59  1.17  -0.74  -0.490
N  9.41  2.00  -1.89  0.232
C  9.33  3.40  -1.88  -0.335
C  9.28  3.88  -3.24  -0.420
N  9.24  2.72  -4.00  0.143
C  9.27  1.64  -3.20  -0.180
C  9.17  2.69  -5.48  -0.846
H  7.99  -0.15  -0.98  0.313
H  7.51  1.40  -0.26  0.340
H  8.19  0.15  0.73  0.367
H  10.32  0.41  -1.01  0.332
H  9.95  1.76  0.10  0.302
H  9.34  3.90  -0.92  0.424
H  9.47  4.85  -3.67  0.470
H  9.22  0.61  -3.53  0.405
H  8.45  1.94  -5.79  0.373
H  10.10  2.39  -5.96  0.311
H  8.85  3.68  -5.80  0.338
C  16.54  3.28  -11.50  -1.392
C  15.91  2.52  -10.42  -0.218
N  14.65  1.94  -10.80  0.299
C  13.64  2.48  -11.64  -0.404
C  12.64  1.57  -11.88  -0.272
N  12.97  0.44  -11.15  0.140
C  14.13  0.70  -10.42  -0.332
C  12.34  -0.85  -11.12  -0.807
H  16.73  2.64  -12.36  0.382
H  17.57  3.54  -11.25  0.384
H  16.05  4.19  -11.83  0.380
H  15.77  3.15  -9.55  0.304
H  16.62  1.84  -9.96  0.371
H  13.77  3.44  -12.11  0.386
H  11.78  1.52  -12.53  0.442
H  14.76  0.01  -9.88  0.373
H  11.87  -0.88  -10.14  0.376
H  13.07  -1.65  -10.99  0.282
H  11.54  -0.96  -11.86  0.303
C  17.26  -6.62  0.31  -1.021
C  16.96  -7.24  1.70  -0.664
N  16.09  -8.38  1.54  0.181
C  14.68  -8.27  1.57  -0.268
C  14.07  -9.51  1.28  -0.475
N  15.14  -10.41  1.29  0.097
C  16.34  -9.72  1.28  -0.089
C  15.00  -11.87  1.12  -0.813
H  17.01  -7.24  -0.55  0.356
H  18.19  -6.05  0.27  0.329
H  16.53  -5.82  0.20  0.326
H  16.50  -6.57  2.42  0.390
H  17.81  -7.56  2.30  0.411
H  14.24  -7.33  1.88  0.415
H  13.04  -9.78  1.14  0.446
H  17.26  -10.29  1.26  0.379
H  15.98  -12.21  0.78  0.303
H  14.32  -12.13  0.31  0.353
H  14.78  -12.22  2.13  0.345
C  21.83  -6.54  -8.45  -1.100
C  21.03  -5.84  -7.36  -0.515
N  21.65  -4.59  -7.03  0.247
C  22.94  -4.40  -6.47  -0.322
C  23.09  -3.01  -6.29  -0.475
N  21.97  -2.37  -6.82  0.096
C  21.08  -3.31  -7.20  -0.110
C  21.77  -0.96  -6.89  -0.884
H  21.20  -7.35  -8.79  0.368
H  22.78  -6.93  -8.08  0.368
H  21.85  -6.08  -9.44  0.336
H  21.05  -6.49  -6.48  0.282
H  19.95  -5.72  -7.50  0.400
H  23.56  -5.22  -6.14  0.408
H  23.84  -2.36  -5.87  0.474
H  20.06  -3.17  -7.53  0.375
H  20.86  -0.66  -7.42  0.322
H  22.63  -0.52  -7.40  0.376
H  21.70  -0.53  -5.89  0.354
C  22.36  6.89  -2.02  -1.365
C  21.06  7.53  -2.56  0.031
C  19.91  6.59  -2.23  -1.118
N  18.55  6.94  -2.85  0.244
C  18.67  6.75  -4.40  -1.087
C  18.16  8.38  -2.48  -0.645
C  16.60  8.31  -2.42  -0.848
C  16.12  6.86  -2.32  -0.401
C  17.37  6.04  -2.37  -0.716
H  22.38  5.83  -2.26  0.344
H  22.32  6.89  -0.93  0.346
H  23.34  7.21  -2.37  0.367
H  21.31  7.49  -3.61  0.263
H  20.85  8.54  -2.19  0.353
H  19.67  6.49  -1.17  0.473
H  20.15  5.58  -2.56  0.487
H  17.66  6.94  -4.77  0.549
H  18.91  5.70  -4.54  0.366
H  19.36  7.47  -4.85  0.333
H  18.56  9.10  -3.19  0.365
H  18.62  8.50  -1.50  0.435
H  16.30  8.72  -3.39  0.343
H  16.12  8.84  -1.59  0.417
H  15.45  6.51  -3.10  0.415
H  15.76  6.68  -1.30  0.284
H  17.31  5.17  -3.01  0.456
H  17.65  5.64  -1.40  0.309
P  13.06  7.34  -8.43  1.170
F  12.25  8.64  -9.13  -0.357
F  12.03  7.49  -7.14  -0.368
F  12.06  6.29  -9.11  -0.350
F  13.86  6.11  -7.75  -0.361
F  14.06  7.14  -9.71  -0.351
F  14.20  8.37  -7.71  -0.382

Output
* largest force on an atom: 0.1055 hartree/bohr
* E_HOMO: -0.5934 Ha
* net charge: +5

---

# 2
Below is 13 unconnected molecules or ions with the total composition C45H87N13O15 at a distorted geometry, with properties calculated with ωB97M-V with the def2-TZVPD basis set.

Each line ends with the Mulliken charge.
Geometry (Å):
C  -5.36  -0.25  0.08  0.043
O  -5.86  -0.98  -0.77  -0.561
N  -4.07  0.07  0.14  0.524
C  -3.57  1.12  1.03  -0.987
C  -3.16  -0.22  -0.95  -0.422
H  -5.92  0.18  0.93  0.270
H  -3.17  2.00  0.52  0.362
H  -2.66  0.73  1.50  0.201
H  -4.25  1.44  1.82  0.378
H  -2.49  0.56  -1.32  0.054
H  -2.52  -1.10  -0.81  0.062
H  -3.82  -0.46  -1.78  0.089
C  0.54  3.64  2.83  -0.020
O  0.41  2.66  2.11  -0.495
N  -0.48  4.29  3.42  0.252
C  -0.19  5.56  4.07  -1.023
C  -1.84  3.93  3.13  -0.733
H  1.53  4.05  3.04  0.346
H  -0.39  5.53  5.15  0.333
H  -0.83  6.34  3.64  0.337
H  0.85  5.85  4.05  0.348
H  -2.25  4.51  2.29  0.358
H  -2.03  2.90  2.85  -0.067
H  -2.48  4.18  3.98  0.434
C  -3.46  -3.66  -3.04  -0.050
O  -2.65  -3.00  -2.42  -0.519
N  -3.50  -3.67  -4.39  0.293
C  -2.54  -2.95  -5.19  -0.519
C  -4.59  -4.37  -5.07  -1.061
H  -4.21  -4.33  -2.61  0.406
H  -1.80  -2.46  -4.58  -0.326
H  -2.99  -2.13  -5.77  0.295
H  -2.21  -3.62  -5.98  0.441
H  -5.46  -4.49  -4.42  0.414
H  -5.00  -3.66  -5.79  0.311
H  -4.29  -5.29  -5.56  0.292
C  -2.37  -4.39  5.06  0.135
O  -3.04  -4.94  5.91  -0.602
N  -2.22  -4.85  3.80  0.170
C  -1.65  -4.03  2.75  -0.535
C  -2.81  -6.13  3.42  -0.988
H  -1.87  -3.41  5.21  0.340
H  -0.85  -3.40  3.13  -0.316
H  -2.41  -3.44  2.21  0.524
H  -1.26  -4.70  1.98  0.246
H  -2.84  -6.78  4.28  0.324
H  -3.81  -5.95  3.01  0.357
H  -2.23  -6.58  2.61  0.312
C  -0.69  -0.63  6.98  0.117
O  -0.93  -0.40  8.15  -0.654
N  -1.40  -0.11  5.94  0.202
C  -1.05  -0.33  4.57  -0.420
C  -2.52  0.75  6.22  -0.957
H  0.08  -1.33  6.63  0.470
H  -1.94  -0.63  4.01  0.419
H  -0.21  -0.99  4.37  -0.127
H  -0.58  0.59  4.20  0.140
H  -2.66  1.01  7.26  0.387
H  -2.50  1.57  5.49  0.159
H  -3.40  0.13  5.97  0.345
C  -0.47  3.89  -4.07  0.853
O  0.68  3.81  -3.68  -0.671
N  -1.18  5.03  -4.24  0.155
C  -2.48  5.05  -4.89  -0.746
C  -0.60  6.35  -4.02  -0.941
H  -1.06  2.98  -4.25  -0.265
H  -2.92  4.08  -5.14  0.078
H  -2.37  5.60  -5.83  0.356
H  -3.19  5.61  -4.28  0.319
H  0.30  6.19  -3.42  0.180
H  -0.22  6.69  -4.99  0.353
H  -1.21  6.98  -3.38  0.343
C  4.18  1.31  4.59  0.246
O  5.06  1.47  5.43  -0.609
N  3.06  0.61  4.80  0.098
C  2.24  0.28  3.65  -0.341
C  2.89  -0.27  5.95  -0.777
H  4.29  1.70  3.57  0.387
H  1.22  0.59  3.84  -0.454
H  2.30  -0.78  3.39  0.314
H  2.57  0.83  2.76  0.245
H  2.78  -1.32  5.66  0.031
H  3.76  -0.24  6.59  0.425
H  1.96  0.04  6.42  0.299
C  3.63  -1.98  -2.02  -0.258
O  3.76  -1.69  -3.21  -0.679
N  4.35  -1.39  -1.06  0.584
C  4.77  -2.30  0.04  -1.073
C  5.37  -0.39  -1.36  -0.906
H  2.97  -2.79  -1.67  0.499
H  5.59  -2.91  -0.36  0.442
H  3.96  -2.92  0.40  0.110
H  5.27  -1.69  0.79  0.458
H  5.03  0.40  -2.03  0.121
H  5.72  0.08  -0.44  0.333
H  6.21  -0.91  -1.83  0.401
C  3.01  5.41  -1.42  0.361
O  3.05  6.61  -1.20  -0.674
N  4.03  4.71  -1.92  0.157
C  3.95  3.25  -2.09  -0.843
C  5.34  5.24  -2.18  -1.073
H  2.14  4.74  -1.42  0.243
H  3.16  2.74  -1.55  0.077
H  4.89  2.90  -1.65  0.394
H  3.96  2.89  -3.12  0.333
H  5.49  6.32  -2.14  0.353
H  6.15  4.85  -1.56  0.332
H  5.59  5.05  -3.23  0.360
C  -3.68  0.64  -4.62  0.381
O  -2.98  1.60  -4.34  -0.583
N  -5.02  0.77  -4.75  0.286
C  -5.88  -0.23  -5.31  -1.024
C  -5.61  2.01  -4.34  -1.051
H  -3.31  -0.38  -4.77  -0.113
H  -6.61  0.23  -5.97  0.431
H  -6.44  -0.77  -4.54  0.293
H  -5.28  -0.96  -5.85  0.311
H  -5.29  2.36  -3.36  0.269
H  -5.28  2.79  -5.04  0.286
H  -6.69  1.98  -4.26  0.448
C  0.91  -1.25  -5.77  0.033
O  -0.28  -1.22  -6.05  -0.626
N  1.67  -0.22  -5.38  0.385
C  3.06  -0.48  -4.99  -0.984
C  1.12  1.12  -5.19  -0.587
H  1.43  -2.22  -5.72  0.363
H  3.23  -0.08  -3.98  0.255
H  3.70  0.13  -5.63  0.259
H  3.22  -1.54  -4.86  0.373
H  1.72  1.80  -5.79  0.403
H  0.13  1.19  -5.63  0.296
H  1.01  1.40  -4.14  -0.094
C  -0.09  0.58  -2.43  -0.232
C  0.28  1.09  -1.19  -0.666
C  0.74  0.21  -0.21  -0.663
C  0.66  -1.15  -0.48  0.094
C  0.32  -1.68  -1.72  -0.291
C  -0.10  -0.79  -2.69  1.284
N  0.95  -2.10  0.62  1.561
O  1.18  -3.25  0.30  -0.737
O  0.91  -1.69  1.76  -0.192
H  -0.42  1.31  -3.16  -0.940
H  0.27  2.14  -0.92  0.758
H  0.90  0.58  0.79  0.341
H  0.14  -2.73  -1.87  0.512
H  -0.47  -1.09  -3.66  -0.843
C  2.89  -4.06  3.03  -0.594
C  1.97  -4.30  4.05  -0.178
C  2.41  -4.28  5.37  -0.521
C  3.75  -4.08  5.66  -0.070
C  4.68  -3.92  4.63  -0.594
C  4.21  -3.81  3.32  -0.191
N  4.24  -4.11  7.02  1.042
O  3.42  -4.35  7.90  -0.610
O  5.39  -3.82  7.28  -0.600
H  2.51  -3.93  2.02  0.444
H  0.91  -4.30  3.83  0.457
H  1.70  -4.35  6.17  0.517
H  5.74  -3.76  4.76  0.433
H  4.96  -3.70  2.55  0.431

Output
* largest force on an atom: 0.0722 hartree/bohr
* E_HOMO: -0.3291 Ha
* net charge: 0
* relative energy (zero: lowest compared OMol25 entry of this formula, charge and spin): 0.00 kcal/mol

---

# 3
Below is 9 unconnected molecules or ions with the total composition C45H93N5O21 at a distorted geometry, with properties calculated with ωB97M-V with the def2-TZVPD basis set.

Each line ends with the Mulliken charge.
Geometry (Å):
O  -0.08  0.81  -2.63  -0.537
C  0.18  0.87  -1.32  0.664
C  1.47  0.98  -0.84  -0.545
C  1.67  0.95  0.49  -0.516
C  0.63  0.95  1.39  0.560
O  0.98  0.94  2.69  -0.487
C  -0.75  0.71  0.99  -0.780
C  -0.93  0.66  -0.44  -0.449
H  -0.95  1.19  -2.79  0.273
H  2.28  1.14  -1.54  0.461
H  2.72  1.06  0.73  0.434
H  0.16  0.87  3.20  0.282
H  -1.57  0.75  1.68  0.326
H  -1.93  0.59  -0.86  0.313
C  -8.87  -10.06  4.51  -0.737
O  -7.52  -9.67  4.89  -0.317
C  -6.55  -10.54  4.35  -0.659
C  -5.11  -9.94  4.56  -0.698
N  -4.95  -8.67  3.90  -0.349
C  -3.99  -7.78  4.44  -0.673
C  -3.98  -6.50  3.74  -0.501
O  -5.06  -5.76  4.30  -0.247
C  -5.02  -4.34  4.31  -0.832
H  -9.66  -9.53  5.03  0.242
H  -9.02  -11.12  4.75  0.300
H  -9.00  -9.71  3.49  0.304
H  -6.60  -10.96  3.35  0.391
H  -6.59  -11.46  4.93  0.477
H  -4.29  -10.60  4.28  0.352
H  -4.96  -9.76  5.62  0.339
H  -5.89  -8.30  3.80  0.289
H  -3.06  -8.32  4.28  0.376
H  -4.12  -7.67  5.52  0.380
H  -3.96  -6.69  2.66  0.289
H  -3.02  -6.08  4.04  0.384
H  -5.82  -4.03  4.97  0.268
H  -5.08  -3.80  3.37  0.298
H  -4.18  -3.88  4.83  0.323
C  -7.91  8.55  -6.77  -0.663
O  -8.52  9.03  -5.61  -0.334
C  -8.80  8.21  -4.52  -0.848
C  -7.50  7.91  -3.65  0.059
N  -7.20  9.03  -2.83  -0.459
C  -5.76  9.32  -2.75  -0.671
C  -4.70  8.12  -2.66  -0.629
O  -4.26  7.68  -4.01  -0.314
C  -3.19  6.71  -4.13  -0.695
H  -8.60  7.80  -7.17  0.303
H  -6.96  8.05  -6.64  0.239
H  -7.72  9.26  -7.58  0.261
H  -9.16  7.27  -4.94  0.391
H  -9.52  8.63  -3.82  0.391
H  -6.70  7.86  -4.39  0.091
H  -7.51  6.96  -3.10  0.206
H  -7.68  9.87  -3.12  0.259
H  -5.56  10.08  -1.99  0.495
H  -5.38  9.89  -3.60  0.344
H  -5.25  7.29  -2.23  0.354
H  -3.93  8.50  -1.98  0.427
H  -3.37  5.94  -3.38  0.304
H  -2.20  7.15  -4.06  0.254
H  -3.21  6.49  -5.20  0.237
C  4.06  4.89  -4.50  -0.689
O  3.94  4.78  -3.10  -0.397
C  4.92  5.70  -2.42  -0.526
C  6.41  5.23  -2.40  -0.646
N  6.46  3.74  -2.28  -0.266
C  7.71  3.17  -2.83  -0.298
C  7.73  1.66  -2.91  -0.611
O  9.06  1.06  -3.26  -0.368
C  10.05  1.20  -2.17  -0.591
H  4.61  3.99  -4.80  0.234
H  4.49  5.84  -4.81  0.324
H  3.07  4.74  -4.94  0.247
H  4.62  5.68  -1.37  0.323
H  4.83  6.71  -2.82  0.399
H  6.84  5.61  -1.48  0.353
H  6.92  5.60  -3.29  0.311
H  5.63  3.43  -2.76  0.212
H  8.51  3.56  -2.20  0.295
H  7.87  3.54  -3.84  0.255
H  6.95  1.47  -3.65  0.333
H  7.25  1.21  -2.05  0.360
H  9.88  0.34  -1.51  0.238
H  10.10  2.15  -1.63  0.285
H  10.96  1.15  -2.77  0.227
C  3.37  -4.27  0.02  -0.657
O  3.85  -5.58  0.35  -0.345
C  4.37  -5.74  1.67  -0.829
C  5.67  -5.08  2.19  -0.413
N  6.71  -5.51  1.26  -0.397
C  7.89  -4.62  1.27  -0.579
C  8.87  -5.19  0.24  -0.734
O  8.28  -5.43  -1.12  -0.354
C  8.08  -4.31  -1.96  -0.655
H  4.08  -3.45  0.06  0.241
H  2.52  -4.01  0.66  0.301
H  3.15  -4.43  -1.03  0.278
H  4.66  -6.76  1.43  0.293
H  3.55  -5.83  2.38  0.520
H  5.75  -5.28  3.26  0.429
H  5.46  -4.01  2.22  0.248
H  6.23  -5.36  0.38  0.271
H  8.31  -4.54  2.27  0.485
H  7.76  -3.58  0.97  0.281
H  9.44  -6.00  0.71  0.389
H  9.72  -4.51  0.35  0.411
H  9.06  -3.84  -2.01  0.303
H  7.36  -3.55  -1.64  0.229
H  7.74  -4.54  -2.97  0.289
C  -2.55  -4.39  -3.53  -0.664
O  -2.19  -4.39  -4.89  -0.354
C  -3.11  -4.03  -5.90  -0.582
C  -3.65  -2.61  -5.79  -0.421
N  -4.54  -2.25  -6.97  -0.429
C  -5.04  -0.81  -6.79  -0.604
C  -3.95  0.38  -6.58  -0.405
O  -4.56  1.70  -6.70  -0.348
C  -5.00  2.02  -7.99  -0.795
H  -2.11  -5.29  -3.10  0.253
H  -3.63  -4.31  -3.38  0.317
H  -2.04  -3.61  -2.97  0.217
H  -3.98  -4.68  -6.00  0.358
H  -2.60  -4.05  -6.85  0.324
H  -2.73  -2.04  -5.73  0.263
H  -4.28  -2.44  -4.91  0.379
H  -5.34  -2.86  -7.04  0.247
H  -5.78  -0.59  -6.02  0.316
H  -5.64  -0.58  -7.68  0.435
H  -3.22  0.37  -7.39  0.342
H  -3.64  0.42  -5.54  0.244
H  -5.57  2.95  -8.04  0.292
H  -5.63  1.38  -8.62  0.293
H  -4.08  2.15  -8.56  0.321
O  5.08  2.47  10.06  -0.544
C  4.22  2.97  9.37  0.726
O  4.46  3.50  8.21  -0.326
C  3.39  4.13  7.65  -0.378
C  2.20  3.30  8.30  -0.284
O  2.88  2.88  9.54  -0.336
H  3.60  5.18  7.86  0.286
H  3.34  3.96  6.57  0.260
H  1.93  2.45  7.67  0.308
H  1.47  4.09  8.43  0.290
O  -2.47  0.61  7.24  -0.503
C  -3.52  0.57  7.77  0.658
O  -3.79  -0.08  8.93  -0.333
C  -5.12  -0.47  9.00  -0.197
C  -5.71  0.46  7.91  -0.312
O  -4.69  1.06  7.22  -0.316
H  -5.27  -1.50  8.67  0.208
H  -5.35  -0.37  10.06  0.262
H  -6.20  1.28  8.44  0.243
H  -6.44  0.00  7.24  0.290
O  7.35  -0.45  5.03  -0.609
C  7.59  0.53  4.31  0.715
O  7.78  1.75  4.74  -0.351
C  8.12  2.64  3.75  -0.114
C  7.98  1.86  2.60  -0.231
O  7.73  0.50  3.00  -0.313
H  7.43  3.47  3.93  0.243
H  9.15  2.96  3.87  0.238
H  8.87  1.76  1.97  0.196
H  7.14  2.10  1.95  0.218

Output
* largest force on an atom: 0.1268 hartree/bohr
* E_HOMO: -0.2927 Ha
* net charge: 0
* relative energy (zero: lowest compared OMol25 entry of this formula, charge and spin): 225.05 kcal/mol
* SMILES: Oc1ccc(O)cc1.COCCNCCOC.COCCNCCOC.COCCNCCOC.COCCNCCOC.COCCNCCOC.O=C1OCCO1.O=C1OCCO1.O=C1OCCO1